# 1
{"formula": "C29H49F5N3O4PRbSe", "method": "the ωB97M-V functional and the def2-TZVPD basis", "homo_lumo_gap_ev": 5.819, "homo_ev": -3.957, "charge": -1, "symbols": ["Rb", "N", "C", "C", "N", "H", "H", "H", "H", "H", "H", "H", "H", "F", "C", "C", "F", "C", "F", "C", "Se", "C", "F", "C", "F", "C", "O", "H", "H", "H", "N", "C", "C", "O", "O", "H", "H", "H", "H", "H", "O", "P", "C", "C", "C", "C", "C", "C", "C", "C", "C", "C", "C", "C", "C", "C", "C", "C", "C", "C", "H", "H", "H", "H", "H", "H", "H", "H", "H", "H", "H", "H", "H", "H", "H", "H", "H", "H", "H", "H", "H", "H", "H", "H", "H", "H", "H", "H", "H", "H", "H", "H", "H"], "positions_angstrom": [[0.689, -0.003, -0.866], [-0.874, -0.783, 1.679], [-0.135, -1.760, 2.477], [1.179, -1.174, 2.995], [2.235, -1.226, 1.982], [-1.215, -0.046, 2.286], [-1.704, -1.220, 1.282], [0.097, -2.617, 1.839], [-0.711, -2.127, 3.337], [1.455, -1.699, 3.920], [1.008, -0.125, 3.248], [2.556, -2.179, 1.863], [3.033, -0.673, 2.266], [-5.575, -4.349, -4.289], [-5.397, -3.531, -3.241], [-4.429, -3.807, -2.292], [-3.677, -4.909, -2.424], [-4.255, -2.959, -1.217], [-3.298, -3.266, -0.333], [-5.044, -1.821, -1.018], [-4.844, -0.737, 0.481], [-6.003, -1.571, -2.003], [-6.796, -0.496, -1.912], [-6.180, -2.403, -3.091], [-7.121, -2.129, -4.011], [0.697, -1.891, -4.060], [0.766, -1.008, -3.030], [1.664, -2.040, -4.601], [-0.028, -1.600, -4.858], [0.388, -2.919, -3.754], [-5.179, 2.673, 1.291], [-3.762, 2.473, 0.973], [-2.898, 3.554, 1.626], [-3.558, 4.345, 2.463], [-1.712, 3.662, 1.420], [-5.677, 3.044, 0.493], [-4.492, 3.999, 2.403], [-5.609, 1.777, 1.491], [-3.560, 2.433, -0.096], [-3.426, 1.515, 1.370], [1.796, 2.223, -0.695], [1.255, 3.538, -1.141], [-0.506, 3.351, -1.635], [-1.318, 4.655, -1.845], [-1.965, 4.720, -3.227], [-2.829, 3.488, -3.522], [-2.134, 2.173, -3.103], [-0.648, 2.400, -2.834], [2.199, 4.072, -2.633], [1.944, 5.488, -3.194], [3.151, 6.401, -2.983], [4.394, 5.861, -3.701], [4.483, 4.323, -3.614], [3.694, 3.792, -2.421], [1.264, 4.686, 0.321], [2.496, 4.390, 1.210], [3.538, 5.502, 1.120], [2.980, 6.835, 1.647], [1.467, 6.932, 1.402], [1.081, 6.199, 0.117], [-0.904, 2.830, -0.757], [-0.685, 5.532, -1.711], [-2.096, 4.717, -1.080], [-1.181, 4.810, -3.984], [-2.578, 5.622, -3.303], [-3.056, 3.476, -4.590], [-3.786, 3.581, -3.000], [-2.257, 1.409, -3.870], [-2.594, 1.778, -2.193], [-0.191, 2.829, -3.728], [-0.155, 1.446, -2.642], [1.846, 3.330, -3.358], [1.060, 5.940, -2.741], [1.744, 5.426, -4.268], [3.357, 6.487, -1.912], [2.921, 7.407, -3.339], [5.284, 6.313, -3.256], [4.375, 6.170, -4.749], [5.527, 4.014, -3.542], [4.081, 3.871, -4.524], [4.056, 4.267, -1.503], [3.839, 2.719, -2.306], [0.377, 4.304, 0.836], [2.934, 3.435, 0.920], [2.179, 4.289, 2.251], [3.846, 5.618, 0.077], [4.432, 5.219, 1.680], [3.490, 7.664, 1.149], [3.185, 6.931, 2.716], [1.165, 7.980, 1.347], [0.918, 6.482, 2.233], [1.703, 6.574, -0.701], [0.041, 6.421, -0.120]], "mulliken_charge": [0.750, -0.198, -0.579, -0.546, -0.427, 0.089, 0.057, 0.344, 0.339, 0.335, 0.306, 0.195, 0.203, -0.322, 0.492, 0.073, -0.319, 0.550, -0.300, -0.567, -0.464, 0.566, -0.319, 0.075, -0.322, -0.882, -0.595, 0.191, 0.199, 0.161, -0.705, 0.839, -0.014, -0.573, -0.526, 0.202, 0.469, 0.243, -0.042, -0.061, -0.775, 0.777, 0.602, -0.140, -1.127, -0.665, -0.513, -0.995, -0.042, -0.710, -0.484, -0.949, -0.947, -0.718, 0.700, -1.058, -0.389, -0.885, -1.083, -0.351, 0.241, 0.003, 0.059, 0.169, 0.538, 0.382, 0.266, 0.493, -0.043, 0.153, 0.352, 0.687, 0.249, 0.538, -0.028, 0.580, 0.367, 0.325, 0.447, 0.354, 0.054, 0.524, -0.195, 0.577, 0.516, -0.062, 0.542, 0.354, 0.314, 0.439, 0.390, -0.026, 0.281]}

=====

# 2
{"formula": "C38H37OZr", "method": "the ωB97M-V functional and the def2-TZVPD basis", "homo_lumo_gap_ev": 3.748, "homo_ev": -1.779, "charge": -1, "symbols": ["C", "C", "C", "C", "C", "Zr", "C", "C", "C", "C", "C", "C", "C", "C", "C", "C", "C", "C", "C", "C", "C", "C", "C", "C", "C", "H", "H", "H", "H", "H", "H", "H", "H", "H", "H", "H", "H", "H", "H", "H", "H", "H", "H", "H", "H", "H", "H", "H", "H", "C", "O", "C", "C", "C", "C", "C", "C", "C", "C", "C", "C", "C", "C", "C", "H", "H", "H", "H", "H", "H", "H", "H", "H", "H", "H", "H", "H"], "positions_angstrom": [[4.837, -1.877, -2.194], [3.666, -2.666, -2.211], [2.406, -2.081, -2.030], [2.262, -0.688, -1.812], [0.898, -0.170, -1.556], [0.534, 2.247, -2.089], [-1.766, 2.501, -2.336], [-2.214, 1.100, -2.286], [-2.382, 0.458, -1.031], [-2.713, -0.893, -0.975], [-2.968, -1.615, -2.149], [-2.810, -0.985, -3.395], [-2.428, 0.352, -3.474], [2.422, 2.607, -3.635], [1.532, 1.679, -4.277], [0.322, 2.386, -4.580], [0.454, 3.732, -4.103], [1.746, 3.865, -3.522], [1.945, 2.350, -0.036], [0.572, 2.313, 0.381], [-0.052, 3.525, -0.077], [0.912, 4.272, -0.823], [2.152, 3.547, -0.784], [3.453, 0.087, -1.835], [4.711, -0.487, -2.036], [5.823, -2.317, -2.356], [3.760, -3.749, -2.390], [1.504, -2.711, -2.037], [0.165, -0.687, -2.208], [0.641, -0.269, -0.489], [-2.163, 3.098, -1.508], [-1.993, 2.979, -3.294], [-2.212, 1.035, -0.111], [-2.761, -1.393, -0.004], [-3.296, -2.659, -2.089], [-2.970, -1.556, -4.313], [-2.277, 0.839, -4.445], [3.476, 2.437, -3.422], [1.788, 0.666, -4.600], [-0.519, 1.993, -5.151], [-0.247, 4.555, -4.253], [2.185, 4.803, -3.183], [2.726, 1.650, 0.257], [0.120, 1.548, 1.014], [-1.052, 3.869, 0.177], [0.754, 5.256, -1.261], [3.112, 3.894, -1.161], [3.390, 1.168, -1.678], [5.587, 0.184, -2.088], [2.754, 0.364, 6.234], [2.510, -1.041, 6.020], [1.439, -1.454, 5.303], [1.359, -2.846, 5.011], [0.418, -3.305, 4.122], [-0.506, -2.395, 3.494], [-1.406, -2.850, 2.497], [-2.795, -2.546, 2.438], [-3.631, -3.621, 1.987], [-4.961, -3.427, 1.644], [-5.532, -2.143, 1.747], [-4.781, -1.109, 2.315], [-3.471, -1.314, 2.730], [-0.475, -1.041, 3.899], [0.441, -0.576, 4.809], [3.727, 0.380, 6.720], [2.790, 0.932, 5.298], [1.985, 0.781, 6.892], [2.117, -3.485, 5.492], [0.412, -4.376, 3.878], [-1.114, -3.722, 1.915], [-3.171, -4.615, 1.888], [-5.574, -4.289, 1.345], [-6.584, -1.987, 1.507], [-5.258, -0.141, 2.506], [-2.987, -0.494, 3.250], [-1.140, -0.344, 3.403], [0.404, 0.470, 5.115]], "mulliken_charge": [-0.446, -0.552, -0.687, 0.398, -1.148, 0.142, -1.435, 0.983, -0.610, 0.062, -0.796, -0.500, -0.616, -0.599, -0.847, -0.520, -0.411, -0.664, -0.407, -0.778, -0.859, -0.701, -0.702, 0.439, -1.076, 0.344, 0.341, 0.433, 0.486, 0.678, 0.649, 0.532, 0.417, 0.428, 0.413, 0.356, 0.266, 0.659, 0.479, 0.571, 0.436, 0.637, 0.794, 0.759, 0.739, 0.463, 0.557, 0.477, 0.345, -0.765, -0.460, 0.794, -0.535, -0.610, 0.677, -1.226, 0.998, -0.546, -0.508, -0.528, -0.671, -0.383, -0.392, -0.406, 0.236, 0.297, 0.293, 0.322, 0.351, 0.298, 0.272, 0.320, 0.346, 0.336, 0.340, -0.078, 0.300]}